(A)
# C5H10N3O2

A 2-piece molecular cluster, C5H10N3O2 overall (ωB97M-V/def2-TZVPD, OMol25).

E_LUMO	-4.50	eV
Kohn-Sham gap	9.03	eV
HOMO energy	-13.5	eV

Structure (ORCA input):
```
! RIJCOSX wB97M-V def2-TZVPD def2/J DEFGRID3
* xyz 1 1
O 0.94 -1.66 -0.01
O -4.43 1.32 0.11
N 1.30 1.07 0.69
N -1.07 -0.98 -1.04
N 0.30 0.54 0.03
C 0.10 -0.83 -0.34
C 1.97 0.43 1.61
C 1.62 2.53 0.34
C -3.70 0.54 -0.29
C -1.38 -2.14 -1.76
H -2.13 -2.72 -1.24
H 2.85 0.92 1.94
H -0.24 1.11 -0.64
H -1.70 -0.22 -0.96
H -1.84 -1.82 -2.73
H 1.58 -0.49 1.96
H 1.70 3.10 1.25
H -0.51 -2.82 -1.72
H 2.57 2.49 -0.18
H 0.87 2.80 -0.36
*
```

---

(B)
# C5H10N3O2

An isolated ion of composition C5H10N3O2 and charge +1 (ωB97M-V/def2-TZVPD, OMol25).

E_LUMO	-3.75	eV
Kohn-Sham gap	8.25	eV
HOMO energy	-12.0	eV
SMILES	NC(N)=[N+]=CC/C(O)=C\O

Structure (ORCA input):
```
! RIJCOSX wB97M-V def2-TZVPD def2/J DEFGRID3
* xyz 1 1
O 1.03 -1.29 1.73
O 1.75 -1.40 -1.84
N -2.93 0.99 -0.45
N -0.92 1.71 0.27
N -1.65 -0.34 1.06
C 0.27 1.81 0.08
C 1.39 0.72 -0.55
C 1.42 -0.86 -0.64
C 1.31 -1.70 0.41
C -1.77 0.68 0.22
H -2.35 -1.07 1.21
H -0.69 -0.71 1.46
H -3.63 0.20 -0.45
H 1.48 0.90 -1.64
H 1.51 -1.73 2.46
H 0.81 2.69 0.13
H -3.04 1.88 -1.01
H 2.43 1.14 -0.17
H 1.92 -0.86 -2.62
H 1.66 -2.77 0.32
*
```

---

(C)
# C5H10N3O2

A 2-piece molecular cluster, C5H10N3O2 overall (ωB97M-V/def2-TZVPD, OMol25).

E_LUMO (alpha / beta)	-5.01 / -5.05	eV
Kohn-Sham gap (alpha / beta)	7.65 / 7.40	eV
HOMO energy (alpha / beta)	-12.7 / -12.5	eV

Structure (ORCA input):
```
! RIJCOSX wB97M-V def2-TZVPD def2/J DEFGRID3
* xyz 1 1
O -1.40 -1.61 -1.61
O -2.58 -0.80 -0.01
N -1.61 -0.97 -0.65
N 0.64 1.38 -1.96
N -0.24 1.31 0.07
C 0.90 0.00 -1.44
C -0.13 -0.77 2.36
C -0.12 1.98 -1.07
C 0.32 0.06 -0.12
C 0.78 -0.80 1.03
H 0.41 -0.71 -2.18
H 1.89 -0.27 -1.32
H -1.00 -1.35 2.02
H 1.71 -0.58 1.38
H -1.02 1.41 0.88
H 1.22 1.65 -2.79
H -0.45 3.00 -1.06
H -0.60 0.13 2.56
H 0.56 -1.16 3.12
H 0.73 -1.90 0.79
*
```

---

Computed energies relative to the best structure, in kcal/mol: (A) 0.0; (B) 4.3; (C) 78.0

---

(A)
# C2H8NO

A 2-piece molecular cluster, C2H8NO overall (ωB97M-V/def2-TZVPD, OMol25).

E_LUMO	-4.68	eV
Kohn-Sham gap	11.94	eV
HOMO energy	-16.6	eV

Structure (ORCA input):
```
! RIJCOSX wB97M-V def2-TZVPD def2/J DEFGRID3
* xyz 1 1
O -2.21 0.62 -0.09
N 0.41 -0.04 -0.15
C 0.92 -1.15 0.67
C 1.14 0.82 -0.72
H 2.25 0.79 -0.68
H 1.81 -0.88 1.28
H -2.85 0.60 -0.80
H -2.43 1.17 0.69
H -0.64 -0.08 -0.35
H 0.62 1.56 -1.30
H 0.86 -2.03 0.04
H 0.12 -1.39 1.40
*
```

---

(B)
# C2H8NO

A 2-piece molecular cluster, C2H8NO overall (ωB97M-V/def2-TZVPD, OMol25).

E_LUMO	-5.21	eV
Kohn-Sham gap	10.71	eV
HOMO energy	-15.9	eV

Structure (ORCA input):
```
! RIJCOSX wB97M-V def2-TZVPD def2/J DEFGRID3
* xyz 1 1
O 1.10 -2.03 -0.82
N 0.04 0.60 0.12
C 0.55 1.41 0.96
C -1.40 0.37 -0.01
H -1.67 0.44 -1.05
H -1.65 -0.63 0.35
H -1.89 1.17 0.52
H 0.71 0.11 -0.46
H 1.38 -1.68 -1.67
H 1.33 -2.97 -0.83
H -0.12 1.75 1.74
H 1.61 1.44 1.15
*
```

---

(C)
# C2H8NO

A 2-piece molecular cluster, C2H8NO overall (ωB97M-V/def2-TZVPD, OMol25).

E_LUMO	-5.65	eV
Kohn-Sham gap	10.64	eV
HOMO energy	-16.3	eV

Structure (ORCA input):
```
! RIJCOSX wB97M-V def2-TZVPD def2/J DEFGRID3
* xyz 1 1
O 1.93 0.54 0.77
N -0.38 -0.38 -0.20
C -1.16 -0.65 0.82
C -0.91 0.25 -1.42
H -1.92 0.08 0.97
H -1.96 0.44 -1.26
H 0.62 -0.54 -0.19
H -0.93 -1.46 1.46
H -0.76 -0.32 -2.34
H 2.63 0.81 0.09
H -0.44 1.23 -1.45
H 2.36 0.48 1.64
*
```

---

Computed energies relative to the best structure, in kcal/mol: (A) 0.0; (B) 1.6; (C) 14.8

---

(A)
# C3H4BrN

A 2-piece molecular cluster, C3H4BrN overall (ωB97M-V/def2-TZVPD, OMol25).

E_LUMO (alpha / beta)	-2.47 / -2.47	eV
Kohn-Sham gap (alpha / beta)	7.25 / 7.25	eV
HOMO energy (alpha / beta)	-9.7 / -9.7	eV

Structure (ORCA input):
```
! RIJCOSX wB97M-V def2-TZVPD def2/J DEFGRID3
* xyz 0 1
Br 1.93 0.81 0.08
N 1.23 -3.25 -0.19
C -0.88 0.95 0.41
C 0.91 -2.19 -0.43
C 0.20 0.37 -0.45
H 0.14 -0.01 -1.43
H -1.92 0.39 0.44
H -0.55 0.95 1.43
H -1.06 1.98 0.15
*
```

---

(B)
# C3H4BrN

C3H4BrN as an isolated structure (ωB97M-V/def2-TZVPD, OMol25).

E_LUMO	0.50	eV
Kohn-Sham gap	10.47	eV
HOMO energy	-10.0	eV

Structure (ORCA input):
```
! RIJCOSX wB97M-V def2-TZVPD def2/J DEFGRID3
* xyz 0 1
Br 2.42 0.39 -0.09
N -0.85 -2.46 0.31
C -0.57 -1.50 -0.27
C -0.66 -0.09 -0.56
C 0.65 0.88 0.54
H 0.35 1.83 0.27
H -1.49 0.37 -0.12
H 0.59 0.39 1.45
H -0.44 0.19 -1.53
*
```

---

Computed energies relative to the best structure, in kcal/mol: (A) 57.8; (B) 0.0